DFT (ωB97M-V with the def2-TZVPD basis set) results for a cluster of 2 separate species, C2H4F3N2 in total at a distorted geometry.

The charge is +1. The calculation puts the LUMO energy (spin up / spin down) at -0.2428 / -0.3023 Eh. As for the energy above the lowest of the compared OMol25 structures with the same formula, charge and spin: 499.3 kJ/mol. As for the spin multiplicity: 1. Its highest occupied orbital energy (spin up / spin down) is -13.1 / -11.9 eV.

Cartesian coordinates (Å):
C: 0.884 0.151 0.075
C: -2.480 0.226 -0.162
N: 1.508 0.543 1.117
N: 1.382 -0.442 -0.979
F: -2.728 -0.160 1.034
F: -2.002 -0.682 -0.917
F: -3.196 1.108 -0.789
H: 1.127 0.771 2.002
H: 2.451 0.298 1.097
H: 0.759 -0.817 -1.588
H: 2.296 -0.995 -0.890

Atomic partial charges in e from the Löwdin method, atoms 1 to 4:
1 C -0.25
2 C -0.33
3 N 0.13
4 N 0.11